Density functional theory data (ωB97M-V with the def2-TZVPD basis set) for a 2-piece molecular cluster, C4H14NO overall.

Its HOMO-LUMO gap is 0.4927 Ha. Its total charge is +1. The value obtained for the relative energy (zero: lowest compared OMol25 entry of this formula, charge and spin) is 0.00 kcal per mole. For the HOMO energy, the calculation gives -16.4 eV.

Atoms and positions in Å:
C (1.03, 0.14, 1.55)
C (-0.39, -0.12, 1.07)
N (-0.60, 0.48, -0.30)
C (-0.48, 1.96, -0.40)
C (-0.70, -1.60, 0.98)
H (1.76, -0.31, 0.88)
H (1.14, -0.32, 2.53)
H (1.25, 1.20, 1.65)
H (-1.09, 0.40, 1.72)
H (0.04, 0.02, -0.98)
H (-1.53, 0.22, -0.64)
H (0.53, 2.27, -0.18)
H (-0.67, 2.23, -1.43)
H (-1.20, 2.41, 0.27)
H (-0.01, -2.12, 0.31)
H (-1.71, -1.82, 0.62)
H (-0.59, -2.07, 1.95)
H (1.87, -0.75, -2.47)
H (0.60, -1.23, -3.07)
O (0.92, -0.72, -2.30)